C13H20F6NO9P | the ωB97M-V functional and the def2-TZVPD basis

XYZ file:
```
50
C13H20F6NO9P, DFT the ωB97M-V functional and the def2-TZVPD basis
C 1.3897 -0.3897 -3.7685
N 2.1373 0.7939 -3.3581
C 3.3603 0.9945 -4.1459
C 1.3471 1.9726 -3.2639
O 1.4218 2.6353 -2.3276
C 0.4061 2.4431 -4.3860
O -0.6347 1.5238 -4.7515
C -1.5953 1.4378 -3.8660
O -1.6453 1.9880 -2.8679
O -2.5906 0.6027 -4.2441
P -2.1614 -0.6102 -5.2883
O -3.2448 -1.5516 -5.4481
H 0.9470 -0.3176 -4.7626
H 0.6344 -0.5832 -3.0121
H 2.0542 -1.2407 -3.7339
H 4.1960 0.5800 -3.5938
H 3.3221 0.4395 -5.0810
H 3.5767 2.0401 -4.3217
H -0.0263 3.3774 -4.0746
H 0.9987 2.6657 -5.2635
H -1.0353 -1.2753 -4.7708
H -1.8693 -0.0212 -6.5324
C -2.7571 -0.4129 -1.0428
C -1.6052 -0.1666 -0.0936
O -1.5568 -1.1675 0.9432
C -0.9948 -2.3188 0.6076
O -0.5310 -2.5985 -0.4586
C -0.9799 -3.2561 1.8231
F -2.1645 -3.2684 2.4564
F -0.0494 -2.8571 2.7105
F -0.6994 -4.5104 1.4696
H -3.6999 -0.4727 -0.4977
H -2.8211 0.3900 -1.7707
H -2.6359 -1.3561 -1.5781
H -1.7349 0.7873 0.4124
H -0.6501 -0.1274 -0.6174
C -0.1099 -0.4560 4.6241
C -0.0997 -0.7578 6.1069
O 1.1024 -0.2693 6.7319
C 1.1245 1.0240 7.0273
O 0.2501 1.8120 6.8236
C 2.4489 1.3702 7.7240
F 3.4975 0.8261 7.0863
F 2.4485 0.9060 8.9861
F 2.6354 2.6898 7.7703
H 0.7869 -0.8521 4.1485
H -0.9845 -0.8994 4.1517
H -0.1263 0.6185 4.4413
H -0.1056 -1.8337 6.2693
H -0.9765 -0.3481 6.6072
```

Output
DFT total energy, eV: -59316.9185
E_HOMO, eV: -9.7548
Lowest unoccupied orbital energy, eV: 0.2515
SMILES: CN(C)C(=O)COC(=O)O[PH2]=O.CCOC(=O)C(F)(F)F.CCOC(=O)C(F)(F)F
Frontier orbital gap, eV: 10.006